# C34H52N4P2SW

A structure of composition C34H52N4P2SW (ωB97M-V/def2-TZVPD, OMol25).

Results
Calculated total energy, eV: -73289.62858
Kohn-Sham gap, Eh: 0.225
Net charge: +2
E_LUMO, eV: -7.02

Geometry as XYZ:
```
94
Properties=species:S:1:pos:R:3:lowdin_charge:R:1
W -0.214 0.363 0.190 1.11
C 0.781 -1.432 1.340 -0.10
C 2.004 -1.029 0.701 -0.10
C 1.806 -1.161 -0.719 -0.08
C 0.437 -1.590 -0.881 -0.18
C -0.163 -1.913 0.383 -0.33
C -1.116 -3.089 0.575 -0.53
C -0.439 -4.336 -0.027 -0.02
C -1.356 -3.404 2.056 -0.03
C -2.429 -2.841 -0.177 -0.04
C 2.763 -1.250 -1.929 -0.49
C 3.084 0.125 -2.526 -0.07
C 4.097 -1.945 -1.622 -0.04
C 2.136 -2.123 -3.035 -0.04
C 3.245 -0.835 1.569 -0.50
C 4.153 0.296 1.075 -0.02
C 3.967 -2.199 1.652 -0.01
C 2.897 -0.499 3.031 -0.04
H 0.721 -1.640 2.400 0.13
H 0.055 -2.011 -1.797 0.09
H 0.529 -4.513 0.434 0.10
H -0.299 -4.251 -1.101 0.08
H -1.064 -5.205 0.161 0.10
H -0.430 -3.735 2.520 0.09
H -2.071 -4.217 2.142 0.10
H -1.738 -2.560 2.620 0.05
H -2.253 -2.892 -1.251 0.07
H -2.851 -1.860 0.056 0.05
H -3.162 -3.603 0.074 0.10
H 3.459 0.812 -1.773 0.06
H 2.206 0.566 -2.987 0.02
H 3.847 0.019 -3.292 0.10
H 4.700 -1.415 -0.898 0.07
H 4.670 -1.980 -2.546 0.10
H 3.930 -2.969 -1.300 0.10
H 1.314 -1.636 -3.548 0.06
H 1.807 -3.081 -2.635 0.10
H 2.891 -2.333 -3.789 0.10
H 4.361 0.237 0.014 0.05
H 5.101 0.274 1.604 0.10
H 3.685 1.259 1.275 0.07
H 4.177 -2.638 0.689 0.05
H 3.350 -2.902 2.209 0.09
H 4.907 -2.075 2.183 0.10
H 2.265 0.380 3.121 0.05
H 3.824 -0.299 3.561 0.10
H 2.418 -1.331 3.541 0.09
N 2.661 3.691 -0.884 0.14
C 1.796 2.816 -0.366 -0.75
S 0.714 1.958 -1.465 0.73
N 1.725 2.601 0.903 0.00
N 0.814 1.719 1.347 -0.20
C 0.560 1.785 2.661 -0.08
C -0.500 1.018 3.143 -0.27
C -0.854 0.951 4.511 0.03
C -1.961 0.249 4.895 0.00
C -2.723 -0.393 3.900 -0.01
C -2.316 -0.330 2.591 -0.16
N -1.221 0.340 2.179 -0.07
H 2.641 3.922 -1.862 0.11
H 3.256 4.218 -0.265 0.13
H 1.128 2.468 3.275 0.15
H -0.239 1.469 5.228 0.13
H -2.250 0.187 5.931 0.13
H -3.614 -0.937 4.161 0.13
H -2.901 -0.816 1.820 0.10
C -3.690 1.637 0.726 -0.20
P -1.974 2.189 0.366 0.84
C -1.829 3.616 1.494 -0.20
C -2.266 2.922 -1.264 -0.44
C -2.531 4.271 -1.456 -0.06
C -2.865 4.737 -2.717 -0.04
C -2.945 3.850 -3.778 -0.04
C -2.666 2.504 -3.594 -0.07
C -2.307 2.028 -2.340 -0.42
P -1.902 0.261 -2.022 0.88
C -3.526 -0.498 -2.452 -0.21
C -1.017 -0.206 -3.563 -0.23
H -4.390 2.361 0.306 0.08
H -3.850 1.574 1.801 0.05
H -3.882 0.664 0.276 0.02
H -2.763 4.179 1.440 0.07
H -0.988 4.255 1.218 0.07
H -1.688 3.269 2.518 0.05
H -2.480 4.965 -0.631 0.10
H -3.083 5.785 -2.863 0.12
H -3.230 4.205 -4.756 0.12
H -2.744 1.840 -4.442 0.10
H -3.824 -0.088 -3.417 0.06
H -4.298 -0.273 -1.721 0.04
H -3.436 -1.578 -2.549 0.04
H -1.598 0.084 -4.436 0.05
H -0.900 -1.288 -3.589 0.05
H -0.043 0.279 -3.605 0.02
```